Entry 1:
67
Properties=species:S:1:pos:R:3:forces:R:3:mulliken_charge:R:1 method="wB97M-V/def2-TZVPD" e_tot_ev=-63137.80700 largest_force_ev_per_a=3.91 s_squared=6.087 charge=+2 multiplicity=5 lumo_ev="-6.664 / -9.069"
P -0.25992 -2.00327 -3.05489 1.808 -0.484 -1.990 0.71
P -0.02460 1.73988 -3.38217 0.344 1.543 -1.448 0.94
C -0.52700 -0.85783 -4.52903 -0.347 0.119 -0.231 -1.06
C 0.31197 0.43713 -4.62845 0.164 -0.260 -0.372 -0.91
H -1.60422 -0.58795 -4.57145 0.500 -0.370 0.148 0.49
H -0.31799 -1.47690 -5.43223 -0.115 0.343 0.552 0.58
H 1.38225 0.17564 -4.59438 -0.265 0.330 0.114 0.49
H 0.13425 0.92427 -5.61722 0.069 -0.318 0.569 0.58
C -1.45202 2.77804 -3.88350 -0.422 -0.081 -0.044 -1.08
H -1.71887 3.45413 -3.04691 0.146 -0.425 -0.337 0.40
H -2.34984 2.18150 -4.17038 0.715 0.367 0.272 0.36
H -1.14563 3.41851 -4.73314 -0.078 -0.399 0.283 0.48
C 1.39286 2.91139 -3.34477 -0.110 0.081 -0.104 -1.23
H 1.24983 3.66852 -4.15161 0.021 -0.584 0.471 0.46
H 2.35059 2.39923 -3.49980 -0.281 0.040 0.104 0.43
H 1.41348 3.44497 -2.38265 -0.053 -0.209 -0.270 0.35
C -1.40651 -3.39287 -3.45271 -0.237 0.205 0.440 -1.25
H -1.40683 -4.09530 -2.61013 -0.144 0.082 -0.222 0.40
H -0.98466 -3.90326 -4.33740 -0.154 0.309 0.413 0.49
H -2.42971 -3.06557 -3.68227 0.306 -0.034 0.277 0.37
C 1.28821 -2.89129 -3.39474 0.064 -0.794 -1.034 -1.39
H 2.12649 -2.22273 -3.65571 -0.274 -0.381 0.261 0.35
H 1.09569 -3.61150 -4.21226 0.514 0.422 0.204 0.52
H 1.50527 -3.48491 -2.48916 0.151 0.220 -0.659 0.37
Pd -0.23499 -0.88478 1.44899 -0.687 1.078 -0.389 -0.31
C 0.72550 1.85676 0.01229 -1.350 -1.817 1.314 -0.23
C -0.58632 1.47779 0.15527 -0.735 2.433 0.404 -0.84
C -1.56166 0.87191 -0.83051 -0.532 -1.021 -0.116 0.83
C -1.75811 -0.66643 -0.94244 0.162 -0.321 0.770 -0.82
C -0.62184 -1.57415 -0.51488 0.348 0.384 0.947 -1.04
C 0.68794 -1.52920 -1.19994 -2.803 1.359 0.773 0.26
C 1.33447 -0.15673 -1.41150 0.639 0.127 -1.160 0.61
C 1.75440 0.79406 -0.22387 1.051 0.350 -2.302 -0.62
C 1.41036 -1.68331 2.17968 2.175 -0.695 1.724 -1.23
H 1.09661 2.80528 0.39512 -0.161 -0.404 0.816 0.42
H -1.18770 1.97840 0.96397 0.780 0.352 -1.288 0.47
H -1.35870 1.30287 -1.84502 -0.103 -0.368 0.630 -1.26
H -2.56439 1.27107 -0.57946 0.579 -0.052 -0.173 0.79
H -2.60019 -0.92180 -0.27528 0.145 -0.031 -0.491 0.51
H -2.08308 -0.89924 -1.98253 -0.042 -0.084 0.032 0.51
H -0.90598 -2.61381 -0.31132 -0.257 0.250 -0.033 0.66
H 1.35660 -2.35212 -0.94595 -0.141 0.198 -0.253 1.31
H 0.55829 0.40048 -2.00389 0.562 -0.228 0.532 -2.16
H 2.20543 -0.25061 -2.11240 -0.640 -0.096 0.601 0.67
H 2.06577 0.20513 0.66127 -0.421 0.670 -0.253 -0.11
H 2.64096 1.37841 -0.55282 0.022 -0.901 0.113 0.59
H 2.26885 -0.95159 2.31118 -1.109 -0.915 -0.007 0.36
H 1.68160 -2.45968 1.44428 -0.051 0.063 0.456 0.32
H 1.06822 -2.11311 3.15810 0.764 0.114 -0.754 0.37
O 0.30137 1.17994 8.86520 -1.205 -1.074 -2.574 -0.53
N -0.54610 0.62704 8.12908 -0.822 0.200 3.800 0.93
O -1.62350 0.19314 8.59812 1.974 0.602 -1.718 -0.54
C -0.32306 0.48383 6.68793 0.128 0.462 -1.023 -0.34
C 0.82255 1.07932 6.11005 0.039 -0.418 -0.084 -0.34
C 0.98051 1.00986 4.72442 -1.716 -0.481 0.755 -0.29
C -0.16733 0.61673 3.89204 0.412 -0.025 -0.351 1.01
O -0.26096 1.08018 2.72696 -0.154 -0.451 0.558 -0.29
C -1.21791 -0.18348 4.52938 0.763 0.860 1.345 -0.12
C -1.31347 -0.16219 5.91895 0.161 -0.327 -0.095 -0.26
N -2.24670 -0.85119 3.78015 -2.624 -1.200 -0.999 0.93
O -3.23981 -1.33203 4.34998 2.602 1.311 -0.953 -0.53
O -2.15198 -0.93089 2.50674 -0.176 -0.012 2.132 -0.60
N 2.17631 1.52399 4.10198 3.110 2.367 -0.120 0.85
O 2.91300 2.22906 4.84131 -1.842 -1.703 -1.371 -0.55
O 2.47238 1.30122 2.91594 -1.140 -0.164 1.865 -0.50
H 1.55915 1.56497 6.76354 -0.257 -0.291 -0.389 0.61
H -2.14958 -0.65497 6.41684 0.229 0.178 -0.067 0.65



Entry 2:
71
Properties=species:S:1:pos:R:3:forces:R:3:mulliken_charge:R:1 method="wB97M-V/def2-TZVPD" e_tot_ev=-63188.40460 largest_force_ev_per_a=0.75 smiles="CB(O)c1c(N=C=O)c(CCF)c(OC#N)c2c1C(=O)N(CCCCl)C2=O.CO.CO.CO.CO.CO" charge=0 multiplicity=1 lumo_ev=-0.777
C 3.44022 0.30619 -2.26549 -0.037 0.271 -0.080 -0.70
B 2.02177 0.75094 -1.81537 0.017 0.146 0.036 0.82
O 1.77330 2.09018 -1.66499 0.197 -0.223 0.413 -0.58
C 0.82472 -0.25796 -1.52019 0.332 0.042 0.149 -0.63
C -0.30142 -0.34238 -2.33516 -0.193 0.135 0.121 1.05
N -0.36022 0.54412 -3.46373 -0.096 -0.518 -0.339 -0.60
C -0.19122 0.09860 -4.58748 0.406 -0.240 -0.337 0.72
O 0.00685 -0.30039 -5.66260 -0.299 0.461 0.473 -0.45
C -1.38650 -1.19947 -2.08087 0.037 0.232 -0.408 0.49
C -2.61050 -1.20313 -2.96020 -0.031 0.141 0.350 -1.49
C -3.47953 0.02963 -2.69052 0.095 0.023 0.125 -0.38
F -3.35877 0.41341 -1.35481 -0.018 -0.056 0.014 -0.30
C -1.31142 -2.00235 -0.96024 -0.019 -0.216 0.019 0.48
O -2.39185 -2.83305 -0.60497 0.037 -0.142 -0.037 -0.63
C -2.46773 -3.95439 -1.25309 -0.225 0.297 0.016 0.44
N -2.65619 -4.92158 -1.84658 0.135 -0.164 -0.018 -0.53
C -0.22935 -1.94616 -0.12718 0.236 -0.041 0.056 0.39
C 0.81274 -1.08463 -0.41040 -0.118 -0.295 -0.012 0.31
C 1.79656 -1.22266 0.70953 -0.424 -0.180 0.254 0.07
O 2.93227 -0.85758 0.74491 0.317 0.659 0.144 -0.56
N 1.14626 -1.94531 1.74741 -0.006 0.033 -0.617 0.21
C 0.95635 -1.28449 3.05011 0.297 -0.205 0.066 -1.16
C -0.47823 -0.77143 3.25776 0.327 0.123 0.488 0.17
C -0.43626 0.61260 3.89356 0.206 0.118 -0.667 -0.77
Cl -1.97299 1.05507 4.65187 -0.146 0.048 0.261 -0.20
C 0.06365 -2.64454 1.15723 0.098 0.335 -0.002 -0.02
O -0.45795 -3.62240 1.59365 -0.439 -0.229 0.432 -0.53
H 3.75569 -0.63475 -1.82173 -0.075 -0.129 -0.087 0.34
H 3.47356 0.22512 -3.35615 0.056 -0.132 -0.050 0.38
H 4.15658 1.08049 -1.99207 0.081 0.004 -0.078 0.00
H 0.98714 2.24282 -1.13166 -0.247 0.188 -0.312 0.28
H -3.20569 -2.09092 -2.76786 0.093 -0.110 -0.093 0.38
H -2.30704 -1.21318 -4.00479 -0.150 -0.077 -0.114 0.33
H -3.16932 0.88022 -3.29276 -0.035 0.051 -0.044 0.28
H -4.52963 -0.20401 -2.84766 -0.044 0.080 -0.197 0.40
H 1.24642 -1.95618 3.85509 -0.035 -0.065 0.023 0.24
H 1.66658 -0.45704 3.07269 0.084 -0.013 -0.091 0.58
H -1.01588 -1.45377 3.90947 -0.196 -0.051 -0.179 0.26
H -1.00735 -0.68493 2.31084 -0.171 -0.168 0.003 0.16
H -0.27500 1.35509 3.11431 0.114 0.096 0.090 0.24
H 0.37967 0.72455 4.60265 -0.173 -0.078 0.291 0.42
C -4.86179 -1.11996 3.57401 0.076 -0.045 0.055 -0.65
O -3.57196 -1.71133 3.68323 -0.104 -0.135 -0.105 -0.34
H -4.78938 -0.33385 2.82641 0.009 0.017 -0.006 0.24
H -5.61208 -1.84679 3.25138 -0.031 0.023 -0.007 0.28
H -5.17824 -0.67465 4.52077 -0.019 0.030 -0.020 0.27
H -3.61912 -2.40833 4.34325 0.014 -0.022 0.004 0.23
C 4.87657 4.39223 -1.06927 -0.265 -0.049 -0.131 -0.49
O 4.41859 4.76786 -2.36500 0.049 0.084 0.074 -0.51
H 5.88556 4.78074 -0.95344 0.017 0.009 -0.016 0.26
H 4.23899 4.81790 -0.28848 0.064 0.015 0.042 0.30
H 4.90079 3.30682 -0.97309 0.080 0.004 0.104 0.12
H 3.53220 4.41098 -2.47196 0.020 -0.078 -0.044 0.30
C -0.59327 4.47099 2.54396 -0.019 0.009 0.139 -0.35
O -0.20534 3.87664 3.77507 0.076 0.066 -0.145 -0.46
H -0.34660 3.76392 1.75403 0.010 -0.009 -0.007 0.00
H -1.66847 4.66431 2.51221 -0.007 -0.006 -0.037 0.28
H -0.05518 5.40395 2.35734 0.004 -0.007 -0.042 0.29
H -0.42412 4.48737 4.48345 -0.017 -0.053 0.056 0.28
C -5.38491 -5.51145 0.50310 0.024 0.198 0.154 -0.48
O -5.79885 -4.48258 1.40121 -0.011 -0.057 -0.044 -0.50
H -6.24772 -6.14568 0.31658 -0.031 0.009 0.020 0.28
H -5.04191 -5.09328 -0.44459 0.008 -0.089 -0.047 0.16
H -4.58803 -6.11834 0.93949 0.011 -0.041 -0.067 0.24
H -5.03929 -3.91946 1.57475 0.027 0.020 0.024 0.29
C 7.28652 2.81454 -3.31790 -0.089 0.004 0.047 -0.67
O 6.34409 2.02607 -2.59740 0.211 -0.073 -0.069 -0.38
H 6.77741 3.73263 -3.60035 -0.016 0.011 0.006 0.22
H 8.15444 3.06352 -2.70100 0.002 0.031 -0.015 0.29
H 7.62754 2.30263 -4.22162 0.000 0.030 -0.019 0.29
H 6.78844 1.21277 -2.34177 -0.080 -0.048 0.038 0.25



Entry 3:
63
Properties=species:S:1:pos:R:3:forces:R:3:mulliken_charge:R:1 method="wB97M-V/def2-TZVPD" e_tot_ev=-105568.97880 largest_force_ev_per_a=12.14 charge=+1 multiplicity=1 lumo_ev=-6.101
O 0.31573 -0.14494 1.14092 4.623 7.585 -8.280 -0.46
C 0.82052 0.65411 0.16739 -1.626 -3.917 2.400 0.68
N 1.37151 1.31721 -0.93494 -5.102 -4.190 3.529 -0.45
C 0.37408 0.96828 -2.05932 -2.150 -0.966 -2.115 0.17
C -1.22458 1.31280 -1.90982 3.441 -2.091 -3.063 0.17
N -2.14629 0.91616 -3.04181 2.047 -0.330 -0.748 0.12
C -3.65450 1.19784 -2.88057 -0.520 -0.623 1.274 -0.61
C -4.30706 -0.28172 -2.45406 -4.563 -3.463 -2.312 0.63
O -5.38465 -0.82143 -3.03009 7.385 4.134 4.001 -0.45
O -3.58047 -1.01217 -1.39799 -0.454 1.551 -3.149 -0.40
C -1.74061 0.21495 -4.32194 3.918 0.117 1.443 0.12
Br -3.04077 -0.32173 -5.79496 1.791 1.009 2.542 0.07
C -0.16603 -0.17654 -4.59054 -1.344 1.967 3.954 -0.39
C 0.92875 0.20071 -3.40272 -3.752 0.263 -0.520 0.35
C 2.49694 -0.22994 -3.67844 4.857 3.229 -1.206 0.35
O 3.40408 0.70745 -4.06454 -6.761 -6.889 2.746 -0.45
O 2.87498 -1.64890 -3.49776 -2.526 3.736 0.181 -0.39
H -1.57157 1.83189 -0.91265 0.244 -1.095 -2.371 0.13
H -4.14897 1.61438 -3.85602 1.147 -0.964 1.920 0.37
H -3.76957 1.96188 -1.97188 0.179 -1.781 -2.091 0.32
H -2.71737 -1.33970 -1.79332 -1.343 0.513 0.654 0.30
H 0.11949 -0.73625 -5.59194 -0.620 1.349 2.385 0.37
H 2.13222 -2.15619 -3.03176 1.191 1.112 -0.875 0.37
C 0.06822 -2.82625 -0.34622 -0.080 -0.021 0.049 -0.76
C -0.35983 -4.27454 -0.16354 -0.137 -0.139 0.089 -0.65
C 0.26415 -4.93870 1.06734 -0.018 -0.123 0.064 -0.81
C 1.79336 -5.04874 1.04946 0.031 0.143 -0.042 -0.68
C 2.38241 -5.80131 -0.14643 0.127 -0.014 0.221 -0.21
C 1.94884 -7.25826 -0.21292 0.008 -0.076 -0.210 -1.24
H 1.14582 -2.74225 -0.51108 0.036 0.048 0.074 0.29
H -0.43495 -2.39362 -1.21644 -0.049 0.129 -0.106 0.25
H -0.19629 -2.22777 0.53122 0.097 -0.194 -0.201 0.35
H -0.12519 -4.84492 -1.06791 0.000 -0.031 0.066 0.30
H -1.45178 -4.30365 -0.05639 0.146 -0.036 -0.037 0.37
H -0.17154 -5.93800 1.18483 0.046 0.129 -0.025 0.35
H -0.03178 -4.37663 1.96352 0.013 -0.058 -0.126 0.36
H 2.11376 -5.54468 1.97417 -0.032 0.058 -0.116 0.42
H 2.23081 -4.04385 1.08143 -0.022 -0.048 0.048 0.26
H 3.47643 -5.76765 -0.07204 -0.145 0.071 -0.038 0.38
H 2.12285 -5.29701 -1.08321 -0.002 0.028 0.007 0.10
H 2.23817 -7.79267 0.69673 -0.069 0.036 -0.078 0.30
H 2.42684 -7.75348 -1.06381 -0.091 -0.027 0.136 0.39
H 0.86678 -7.35174 -0.34043 0.081 -0.047 0.037 0.28
C 1.19433 6.85191 3.83285 -0.045 0.187 -0.052 -1.19
C -0.01445 5.96680 4.09661 0.058 -0.101 0.184 -0.38
C 0.31761 4.47174 4.08811 -0.154 -0.070 0.065 -0.80
C 0.84088 3.92314 2.75540 0.164 0.121 -0.008 -0.57
C -0.08443 4.12887 1.55333 0.126 -0.047 0.027 -0.31
C -1.42276 3.41927 1.69625 -0.055 0.070 -0.084 -0.98
H 1.61479 6.67424 2.83932 0.030 0.036 0.078 0.28
H 0.90586 7.90617 3.88701 0.130 -0.105 -0.016 0.38
H 1.97689 6.67535 4.57748 -0.045 0.015 -0.109 0.29
H -0.80028 6.18966 3.36787 -0.007 -0.035 0.027 0.23
H -0.42601 6.22438 5.08097 -0.005 -0.081 -0.174 0.38
H -0.57723 3.91249 4.38598 0.085 0.008 -0.014 0.30
H 1.06829 4.26944 4.86413 -0.104 0.036 -0.126 0.41
H 1.03279 2.84972 2.87643 -0.017 0.029 -0.004 0.25
H 1.81311 4.37787 2.53140 -0.104 -0.047 0.023 0.36
H 0.41938 3.74296 0.65846 0.053 0.117 0.011 0.22
H -0.25112 5.19646 1.37530 0.047 -0.087 0.024 0.37
H -1.28055 2.34301 1.83121 -0.039 -0.027 0.130 0.15
H -2.02611 3.57142 0.79594 -0.128 0.033 0.034 0.21
H -1.99390 3.80265 2.54636 0.008 -0.134 -0.126 0.42



- Among the records above, which one has the highest multiplicity?
  C21H33N3O7P2Pd